Entry 1:
The following is a DFT calculation (ωB97M-V/def2-TZVPD) of C7H18ClDyORu as an isolated structure.

Its spin multiplicity is 11. The HOMO-LUMO gap (alpha / beta) is 4.9 / 6.7 eV. For the total energy, the calculation gives -1792.66620 Ha. As for the total charge: -1. The LUMO energy (alpha / beta) comes out at 3.12 / 2.91 eV.

Last column: Mulliken spin population.
Atoms and positions in Å:
Ru -0.1558 -0.6986 0.3671  2.05
Cl -0.7256 1.6307 -0.0013  0.15
C -2.0400 -1.4472 0.1627  -0.13
H -2.1407 -2.2065 0.9522  0.05
H -2.0961 -1.9215 -0.8198  0.03
H -2.8239 -0.6842 0.2813  0.01
Dy -0.2967 0.4760 -2.1669  7.34
C -1.9931 0.6389 -3.7234  0.00
C 1.6843 1.4738 -2.8576  0.02
C 0.4626 -1.5558 -1.1165  0.45
H 2.4275 1.1316 -2.1171  -0.01
H 2.0269 1.1749 -3.8618  0.00
H 1.6486 2.5738 -2.8021  -0.01
H -2.9113 0.2071 -3.3007  -0.02
H -2.2234 1.6734 -4.0320  0.00
H -1.7290 0.0684 -4.6290  -0.01
H -0.1651 -2.2730 -1.6928  -0.01
H 1.4938 -1.5303 -1.5373  -0.03
C -0.4011 0.2650 2.7895  0.06
C 1.0779 0.3812 2.4807  -0.03
C 1.9559 -0.1650 3.6299  0.00
O 1.4525 -0.3666 1.3506  0.13
H -0.5436 -0.3683 3.6725  0.00
H -0.9982 -0.2246 1.9855  -0.03
H -0.8308 1.2496 2.9995  0.00
H 1.3603 1.4260 2.2831  0.01
H 1.6505 -1.2060 3.8210  0.00
H 3.0111 -0.1440 3.3352  0.00
H 1.8222 0.4214 4.5475  0.00

Entry 2:
The following is a DFT calculation (ωB97M-V/def2-TZVPD) of a 3-piece molecular cluster, C7H18N2 overall.

Its spin multiplicity is 1. The HOMO-LUMO gap (alpha / beta) is 6.0 / 7.7 eV. For the total energy, the calculation gives -386.74724 Ha. As for the total charge: 0. The LUMO energy (alpha / beta) comes out at 0.45 / 0.89 eV. The calculation puts the energy relative to the best compared isomer or geometry (same formula, charge and spin) at 177.13 kcal per mole.

Last column: Mulliken charge in e.
Atoms and positions in Å:
C -1.6508 0.8295 -0.8539  0.18
C -1.9575 -0.4441 -1.5973  -1.24
C -2.5088 1.0207 0.3711  -1.25
H -1.6110 1.7097 -1.4945  0.30
H 0.0453 -0.2927 0.4095  0.33
H -2.3922 2.0101 0.8229  0.39
H -1.7517 -1.3293 -0.9776  0.24
H -1.3893 -0.5357 -2.5252  0.32
H -3.0202 -0.5146 -1.8789  0.40
H -3.5834 0.9199 0.1503  0.39
H -2.2881 0.2666 1.1412  0.26
C 1.0572 0.4779 -1.4577  -1.00
C 1.2927 -2.2848 1.0342  -1.20
N 0.3431 0.6274 -0.1932  0.39
C 1.6536 -0.8477 1.1318  0.45
N 0.5387 1.8717 0.4565  -0.80
C 2.7360 -0.3673 1.7233  -0.98
H 1.1274 1.7284 1.2722  0.21
H -0.3471 2.2529 0.7672  0.22
H 0.9143 -0.5332 -1.8384  0.31
H 2.1244 0.5837 -1.2657  0.37
H 0.6755 1.1823 -2.1977  0.31
H 1.9340 -2.9336 1.6481  0.40
H 0.2619 -2.4513 1.3701  0.27
H 1.3655 -2.6442 0.0010  0.23
H 3.4186 -0.9851 2.3141  0.29
H 3.0119 0.6830 1.6667  0.21

Entry 3:
The following is a DFT calculation (ωB97M-V/def2-TZVPD) of C7H18N3Pb as an isolated structure.

Its spin multiplicity is 1. The HOMO-LUMO gap is 4.9 eV. For the total energy, the calculation gives -634.37609 Ha. As for the total charge: +1. The LUMO energy comes out at -4.62 eV.

Last column: Mulliken charge in e.
Atoms and positions in Å:
C 2.1369 1.9039 0.1662  -0.72
Pb -0.1862 -0.8209 -0.0555  1.10
N -2.2068 -1.9782 0.1019  -0.75
N -0.1765 0.1731 -2.5878  -0.74
H -2.9299 -1.3437 0.4894  0.29
H 2.6432 0.9121 0.3262  0.21
H 2.3822 2.5168 1.0344  0.27
H 1.0422 1.8287 0.0704  -0.04
H 2.5379 2.3502 -0.7462  0.32
H -1.1351 0.4164 -2.7880  0.31
H 0.1670 -0.4528 -3.3487  0.31
H 0.3821 1.0258 -2.7241  0.28
H -2.5541 -2.3443 -0.7973  0.34
H -2.1906 -2.7736 0.7510  0.34
C 0.6557 0.1596 3.5670  -1.20
C -0.6047 0.6918 3.0862  0.30
C -1.5250 1.4336 3.8671  -0.60
C -2.5560 1.8036 3.0057  -0.87
C -2.2170 1.2871 1.7445  0.55
C -2.9612 1.4752 0.5173  -1.13
N -1.0428 0.5869 1.7914  0.01
H 1.2634 -0.3700 2.8135  0.21
H 0.4111 -0.5272 4.3971  0.33
H 1.1994 1.0465 3.9374  0.28
H -1.3957 1.6990 4.9123  0.44
H -3.4259 2.4258 3.1697  0.45
H -3.9230 0.9399 0.6129  0.31
H -3.1326 2.5637 0.4535  0.40
H -2.4216 1.1403 -0.3841  -0.02

Entry 4:
The following is a DFT calculation (ωB97M-V/def2-TZVPD) of a 3-piece molecular cluster, C7H18NO2 overall.

Its spin multiplicity is 1. The HOMO-LUMO gap is 9.3 eV. For the total energy, the calculation gives -482.39960 Ha. As for the total charge: +1. The LUMO energy comes out at -3.00 eV. The calculation puts the energy relative to the best compared isomer or geometry (same formula, charge and spin) at 60.98 kcal per mole.

Last column: Mulliken charge in e.
Atoms and positions in Å:
C -1.0356 0.0418 -2.5980  -1.74
C -0.6162 -0.4045 -1.2031  0.39
C 0.0591 0.6291 -0.4094  -0.59
C 0.0852 0.2594 1.1752  1.00
C -0.5839 -0.7907 1.5314  -1.06
C 1.5260 2.1786 1.8728  -0.91
C 0.6129 1.2559 2.0577  -0.34
N 0.5602 -1.4756 -1.4778  -0.17
H -0.2234 0.4807 -3.2037  0.49
H -1.6083 -0.7131 -3.0975  0.42
H -1.7393 0.8652 -2.5330  0.37
H -1.5197 -0.7001 -0.6412  0.13
H 1.1532 0.8876 -0.8075  0.31
H -0.5608 1.6641 -0.3010  0.38
H -1.0360 -0.8842 2.6223  0.17
H -0.9308 -1.6468 1.1440  0.45
H 1.6429 2.8802 2.6014  0.32
H 2.0880 2.1718 0.9832  0.28
H -0.0166 1.3413 3.0659  0.12
H 1.2549 -1.3614 -0.7397  0.17
H 0.9953 -1.2659 -2.3702  0.40
H 0.2457 -2.4401 -1.4186  0.38
H 4.1880 -1.3694 -0.0934  0.32
H 2.9904 -1.1739 0.7595  0.35
O 3.3445 -0.8546 -0.1673  -0.66
H -4.3626 0.6538 0.1768  0.30
H -4.1583 -0.8856 0.4401  0.32
O -3.6706 -0.0445 0.0670  -0.62

Entry 5:
The following is a DFT calculation (ωB97M-V/def2-TZVPD) of a 2-piece molecular cluster, C7H18NOP overall.

Its spin multiplicity is 1. The HOMO-LUMO gap (alpha / beta) is 7.7 / 7.8 eV. For the total energy, the calculation gives -748.73886 Ha. As for the total charge: 0. The LUMO energy (alpha / beta) comes out at 0.33 / 0.11 eV. The calculation puts the energy relative to the best compared isomer or geometry (same formula, charge and spin) at 80.55 kcal per mole.

Last column: Mulliken charge in e.
Atoms and positions in Å:
C 2.6154 0.5489 1.2271  -1.11
C 0.1406 -2.8256 -0.0781  -1.15
C -1.6379 1.5207 -2.5434  -0.62
C -0.6426 1.8919 1.2627  -1.05
C 1.5870 0.1508 0.0605  -0.79
C 0.5790 -1.8868 1.0510  -0.64
C -2.2525 0.3659 -1.8543  -0.72
N 0.4909 -0.4727 0.7118  0.35
O -1.8302 -0.4776 1.7048  -0.72
P -1.0054 0.1674 0.7077  0.56
H 2.1433 1.2916 1.9071  0.23
H 2.8001 -0.3595 1.6638  0.41
H 3.4581 0.9996 0.7984  0.43
H 1.0263 -3.3762 -0.2895  0.40
H -0.5733 -3.5648 0.1419  0.30
H -0.0754 -2.2190 -0.8731  0.29
H -0.5458 1.3797 -2.5975  0.20
H -2.1291 1.6217 -3.7395  0.26
H -1.8658 2.4724 -1.9926  0.20
H -1.5227 2.5420 1.1599  0.34
H -0.6614 1.5734 2.2975  0.34
H 0.3317 2.3189 0.9955  0.33
H 1.2574 1.0796 -0.3934  0.34
H 1.9874 -0.5725 -0.6452  0.41
H -0.0064 -2.0356 1.9026  0.47
H 1.6131 -1.8823 1.3355  0.29
H -1.9657 -0.6367 -2.1028  0.29
H -3.3160 0.3849 -1.8184  0.37

Entry 6:
The following is a DFT calculation (ωB97M-V/def2-TZVPD) of a 2-piece molecular cluster, C7H18NS2 overall.

Its spin multiplicity is 1. The HOMO-LUMO gap is 9.4 eV. For the total energy, the calculation gives -1128.33022 Ha. As for the total charge: +1. The LUMO energy comes out at -2.54 eV. The calculation puts the energy relative to the best compared isomer or geometry (same formula, charge and spin) at 39.47 kcal per mole.

Last column: Mulliken charge in e.
Atoms and positions in Å:
C -1.9157 -2.3754 0.4390  -0.97
C -2.2719 1.9704 0.5167  -1.19
C 4.1403 0.7785 -0.4497  -1.15
C -2.1691 -0.9513 0.0087  -0.55
C -1.3757 1.3265 -0.5741  -0.44
C 2.7109 -0.3224 1.1955  -0.44
C 2.9588 -0.0630 -0.0991  0.51
N -0.9637 -0.0832 -0.1633  0.10
S 1.2293 -1.4530 1.4223  -0.29
S 1.9839 -0.7175 -1.3774  -0.27
H -1.5674 -2.9620 -0.4630  0.31
H -1.1077 -2.4502 1.2118  0.19
H -2.9636 -2.6991 0.4764  0.37
H -2.2922 3.0290 0.2774  0.37
H -3.1841 1.5117 0.5178  0.43
H -1.8878 2.0005 1.6044  0.31
H 3.8538 1.6988 -0.9912  0.28
H 4.9075 0.8038 0.3400  0.35
H 4.6322 0.1400 -1.2139  0.31
H -2.8077 -0.4209 0.7152  0.32
H -2.6438 -0.9347 -0.9600  0.43
H -0.5644 1.9785 -0.8533  0.42
H -1.9368 1.3351 -1.4732  0.36
H 3.3012 0.0712 1.9806  0.45
H -0.5187 0.0288 0.8272  0.35
H -0.3714 -0.4691 -0.8506  0.06
H 1.5186 -1.5934 2.7568  0.18
H 2.7831 -0.8329 -2.5063  0.18

Entry 7:
The following is a DFT calculation (ωB97M-V/def2-TZVPD) of C7H18O2 as an isolated structure.

Its spin multiplicity is 1. The HOMO-LUMO gap is 8.3 eV. For the total energy, the calculation gives -427.81683 Ha. As for the total charge: 0. The LUMO energy comes out at -0.04 eV. The calculation puts the energy relative to the best compared isomer or geometry (same formula, charge and spin) at 93.93 kcal per mole.

Last column: Mulliken charge in e.
Atoms and positions in Å:
C 1.6907 -2.8070 0.8062  -0.07
C -0.3303 1.7311 -1.0920  0.62
C 0.7392 -3.4428 1.7911  -1.04
C -0.3273 0.6919 -2.2162  -1.40
C -1.3622 2.8346 -1.3810  -1.53
O 1.6164 -3.3040 -0.4883  -0.53
H 0.7100 -3.1837 -0.7987  0.33
H 2.7358 -2.8794 1.1143  0.36
H 0.6602 2.2009 -1.0479  0.23
H 0.8875 -4.5244 1.8218  0.33
H -0.2916 -3.2318 1.5032  0.27
H 0.9026 -3.0368 2.7900  0.31
H -0.0579 1.1535 -3.1676  0.41
H -1.1797 3.2701 -2.3651  0.41
H -2.3753 2.4266 -1.3720  0.36
H -1.3216 0.2527 -2.3289  0.36
H 0.3729 -0.1134 -1.9975  0.29
H -1.3099 3.6435 -0.6522  0.38
C -0.5825 1.0699 0.2575  0.03
C -0.5621 1.9654 1.4779  -1.44
O 0.5131 -0.6242 0.5575  -0.60
H 1.4148 -1.6110 0.7620  0.20
H -1.5036 0.4860 0.2269  0.36
H 0.6552 0.4559 0.4259  0.25
H 0.3428 2.5762 1.4976  0.33
H -1.4277 2.6343 1.4881  0.40
H -0.6096 1.3662 2.3871  0.41

Entry 8:
The following is a DFT calculation (ωB97M-V/def2-TZVPD) of a 2-piece molecular cluster, C7H18O3PS overall.

Its spin multiplicity is 1. The HOMO-LUMO gap is 10.0 eV. For the total energy, the calculation gives -1242.51898 Ha. As for the total charge: +1. The LUMO energy comes out at -3.45 eV. The calculation puts the energy relative to the best compared isomer or geometry (same formula, charge and spin) at 0.00 kcal per mole.

Last column: Mulliken charge in e.
Atoms and positions in Å:
C -3.0128 -0.7858 -2.8154  -1.02
C -1.6142 -1.0430 -2.3724  0.81
O -0.6125 -0.4915 -2.7255  -0.52
O -1.5588 -2.0356 -1.4027  -0.32
C -0.2999 -2.2117 -0.8325  -0.83
S 0.0940 -0.7721 0.2239  0.58
C -0.6020 -1.1893 1.8263  -1.15
P 2.2804 -1.0073 0.4141  0.22
C 2.7651 0.4396 -0.6112  -0.95
C 2.4745 -0.3572 2.1155  -1.10
H -3.0207 -0.6559 -3.8959  0.34
H -3.3473 0.1467 -2.3576  0.27
H -3.6832 -1.5895 -2.5274  0.32
H 0.5080 -2.2499 -1.5630  0.51
H -0.3059 -3.1178 -0.2326  0.46
H -1.6009 -1.5874 1.6566  0.45
H 0.0201 -1.9149 2.3448  0.40
H -0.6517 -0.2548 2.3811  0.35
H 1.9173 1.0480 -0.9251  0.31
H 3.4402 1.0680 -0.0317  0.37
H 3.2821 0.0737 -1.4964  0.35
H 1.7424 0.3958 2.4088  0.36
H 2.4627 -1.1793 2.8280  0.36
H 3.4625 0.1062 2.1412  0.44
C -0.7339 3.5521 0.9996  -0.60
O -0.5651 2.1460 1.1925  -0.43
H -0.7972 3.9952 1.9895  0.22
H 0.1146 3.9900 0.4713  0.27
H -1.6538 3.7725 0.4565  0.27
H -0.5039 1.7093 0.3396  0.26

Record-wise max |F| values, in eV/A: 3.64; 4.07; 2.34; 6.46; 3.73; 3.93; 4.40; 0.33